(1)
Computed, not measured: 2 unconnected molecules or ions with the total composition CH6N2O, with ωB97M-V/def2-TZVPD.

Each line ends with the Mulliken charge.
Positions of all 10 atoms, in Å:
C: -0.820428 -0.649615 -0.114327  -0.18
N: 0.949434 0.854817 -0.151564  -0.38
N: 0.438020 -0.244023 0.517138  -0.49
O: -1.665526 0.459120 0.048875  -0.50
H: -0.763970 -0.798713 -1.164477  0.27
H: -1.212883 -1.484318 0.413884  0.28
H: 1.566038 1.553166 0.470514  0.23
H: 1.408079 0.818671 -1.084044  0.21
H: 1.274527 -1.450818 0.378261  0.22
H: -1.173294 0.941717 0.685743  0.34

Forces on atoms 1 to 2 (eV/Å):
0.2032 1.4628 0.3917
2.5526 2.9447 1.0267

Output
HOMO energy (hartree): -0.34334
LUMO (Ha): 0.022
Frontier orbital gap (eV): 9.94

=====

(2)
Computed, not measured: 3 unconnected molecules or ions with the total composition CH6N2O2, with ωB97M-V/def2-TZVPD.

Each line ends with the Mulliken charge.
Positions of all 11 atoms, in Å:
C: 2.129706 -0.434685 -0.468465  0.12
N: 1.532952 1.792699 -0.135618  -0.41
N: -2.803108 -1.390887 0.729033  -0.68
O: 0.263885 1.876505 -0.671882  -0.32
O: 1.240946 -1.180228 -0.615447  -0.30
H: 3.205871 -0.545414 -0.422854  0.30
H: 2.150185 2.110562 -0.885319  0.25
H: -2.194169 -1.552922 -0.062945  0.25
H: -2.740886 -0.410091 0.972694  0.22
H: -2.442868 -1.925507 1.509620  0.22
H: -0.342514 1.659966 0.051182  0.35

Forces on atoms 1 to 2 (eV/Å):
-1.7943 2.0647 -0.0337
0.4721 -1.8536 0.3647

Output
HOMO energy (spin up / spin down) (hartree): -0.29452 / -0.31851
LUMO (spin up / spin down) (Ha): 0.023 / 0.023
Frontier orbital gap (spin up / spin down) (eV): 8.63 / 9.30

=====

(3)
Computed, not measured: CH6N2O2S in the gas phase, with ωB97M-V/def2-TZVPD.

Each line ends with the Mulliken charge.
Positions of all 12 atoms, in Å:
C: 0.025862 -0.576901 -0.126157  -0.03
N: 0.903806 -0.615595 0.977957  -0.68
N: -0.845462 0.555575 -0.154875  -0.71
O: 1.984621 1.168002 -1.032220  -0.64
O: -0.106737 0.265065 -2.653686  -0.41
S: 1.060043 -0.324078 -1.732842  0.39
H: -0.536425 -1.505771 -0.258315  0.52
H: 1.444046 -1.472382 1.010289  0.26
H: 1.549755 0.172556 0.872997  0.36
H: -0.719255 0.780941 -2.087004  0.42
H: -0.289960 1.382624 0.057031  0.29
H: -1.600839 0.481356 0.514382  0.23

Forces on atoms 1 to 2 (eV/Å):
0.1172 -0.0856 -0.5310
0.2286 -0.0207 0.1463

Output
HOMO energy (hartree): -0.34103
LUMO (Ha): 0.020
Frontier orbital gap (eV): 9.81

=====

(4)
Computed, not measured: 2 unconnected molecules or ions with the total composition CH6N2O3S, with ωB97M-V/def2-TZVPD.

Each line ends with the Mulliken charge.
Positions of all 13 atoms, in Å:
C: 1.793534 1.307813 0.195074  -0.81
S: 1.500783 -0.472763 -0.049499  1.16
O: 2.695387 -1.167906 -0.493247  -0.59
O: 0.913445 -0.921077 1.237917  -0.73
O: 0.386800 -0.549483 -1.176436  -0.47
H: 2.604419 1.662058 -0.384098  0.33
H: 0.833761 1.816411 0.042648  0.28
H: 2.050817 1.221124 1.227453  0.33
H: -0.414720 -0.871663 -0.650694  0.49
H: -2.711960 -2.156675 -0.561219  0.23
N: -1.812739 -1.685124 -0.226445  -0.22
N: -1.730619 -2.058331 0.946889  -0.40
H: -0.670657 -1.943012 1.230273  0.40

Forces on atoms 1 to 2 (eV/Å):
-1.2664 -1.7058 0.0454
0.9632 -0.7875 0.7539

Output
HOMO energy (hartree): -0.36542
LUMO (Ha): 0.008
Frontier orbital gap (eV): 10.17

=====

(5)
Computed, not measured: a gas-phase ion, CH6N2P (charge +1), with ωB97M-V/def2-TZVPD.

Each line ends with the Mulliken charge.
Positions of all 10 atoms, in Å:
N: -0.768879 -1.327337 -0.592744  -0.31
C: 0.390882 -0.724602 -0.648896  0.25
N: 0.698666 0.459954 0.035470  -0.38
P: -0.510077 1.734452 0.738373  -0.01
H: -0.843558 -2.011790 -1.322230  0.27
H: -1.532694 -1.008501 0.125803  0.29
H: 1.169793 -1.322053 -1.259912  0.29
H: 1.512506 1.026858 -0.279024  0.35
H: -0.743594 0.835116 1.859144  0.12
H: 0.626955 2.337903 1.344017  0.14

Forces on atoms 1 to 2 (eV/Å):
-0.8508 1.5983 2.0371
2.0025 2.5003 0.9984

Output
HOMO energy (hartree): -0.53671
Total charge: +1
LUMO (Ha): -0.158
Frontier orbital gap (eV): 10.31

=====

(6)
Computed, not measured: CH6N2P2 in the gas phase, with ωB97M-V/def2-TZVPD.

Each line ends with the Mulliken charge.
Positions of all 11 atoms, in Å:
C: 0.005116 1.644465 0.300529  -0.47
N: 0.798458 -0.918587 0.860100  -0.53
N: 0.402164 -1.512394 -0.308994  -0.01
P: -1.485957 0.977319 -0.100655  -0.10
P: -1.246839 -1.586128 -0.621931  -0.01
H: 0.165808 1.925461 1.330637  0.27
H: 0.944287 1.722291 -0.364544  0.26
H: 1.861834 -0.882896 0.719500  0.20
H: 1.125288 -1.351073 -1.103050  0.30
H: -2.109122 0.915257 1.135247  0.03
H: -1.067353 -2.052830 -2.057642  0.06

Forces on atoms 1 to 2 (eV/Å):
1.6227 -0.9005 -0.2935
1.6775 -0.9872 -1.7822

Output
HOMO energy (spin up / spin down) (hartree): -0.29340 / -0.26966
LUMO (spin up / spin down) (Ha): -0.017 / 0.005
Frontier orbital gap (spin up / spin down) (eV): 7.53 / 7.48

=====

(7)
Computed, not measured: CH6N2P2 in the gas phase, with ωB97M-V/def2-TZVPD.

Each line ends with the Mulliken charge.
Positions of all 11 atoms, in Å:
C: 1.822703 -1.531998 -0.653515  -0.71
N: 1.208680 -0.327799 -0.051747  -0.48
P: -0.764192 -0.132723 -0.287891  0.16
N: -1.186802 1.024006 0.633910  -0.12
P: -2.491977 1.801534 1.357259  -0.06
H: 1.518539 -1.470260 -1.783082  0.24
H: 2.940992 -1.555896 -0.674757  0.30
H: 1.294417 -2.377355 -0.397323  0.32
H: 1.481520 0.077975 0.803823  0.26
H: -3.517351 1.372366 0.337644  0.03
H: -2.306530 3.120150 0.715678  0.07

Forces on atoms 1 to 2 (eV/Å):
-0.1568 2.9652 -3.1273
-3.9965 -0.0650 -1.8886

Output
HOMO energy (hartree): -0.31122
LUMO (Ha): -0.009
Frontier orbital gap (eV): 8.23

=====

(8)
Computed, not measured: CH6N2P2 in the gas phase, with ωB97M-V/def2-TZVPD.

Each line ends with the Mulliken charge.
Positions of all 11 atoms, in Å:
C: 1.396861 -1.528179 1.200168  -0.72
N: 0.824875 -0.327748 0.744403  -0.36
P: -0.476632 -0.360175 -0.217172  0.07
N: -0.554631 1.292279 -0.582052  -0.26
P: -1.975532 1.935726 -1.216107  -0.06
H: 2.141951 -1.778256 0.547345  0.28
H: 0.679101 -2.308323 1.239727  0.32
H: 1.809169 -1.318024 2.153369  0.25
H: 0.096841 1.611816 0.132045  0.40
H: -2.473823 0.600122 -1.425146  0.03
H: -1.468181 2.180763 -2.576580  0.06

Forces on atoms 1 to 2 (eV/Å):
-1.2694 0.4948 1.1204
-2.9867 1.4526 -2.3914

Output
HOMO energy (hartree): -0.32007
LUMO (Ha): 0.006
Frontier orbital gap (eV): 8.88

=====

(9)
Computed, not measured: 2 unconnected molecules or ions with the total composition CH6N2S, with ωB97M-V/def2-TZVPD.

Each line ends with the Mulliken charge.
Positions of all 10 atoms, in Å:
H: -3.346887 1.290349 1.315209  0.24
N: -2.669709 0.884279 0.674953  -0.66
C: -3.249905 0.063470 -0.097512  0.10
N: -2.547518 -0.693439 -0.997465  -0.47
H: -4.318250 -0.148582 -0.106320  0.29
H: -3.022558 -1.007674 -1.830603  0.23
H: -1.599660 -0.373706 -1.155752  0.27
S: 7.191433 -0.043505 1.265016  -0.29
H: 7.490070 0.624930 0.145696  0.14
H: 6.072988 -0.596120 0.786775  0.14

Forces on atoms 1 to 2 (eV/Å):
0.1043 0.0461 -0.0403
-0.1941 0.0241 0.1758

Output
HOMO energy (hartree): -0.34772
LUMO (Ha): 0.039
Frontier orbital gap (eV): 10.52

=====

(10)
Computed, not measured: 2 unconnected molecules or ions with the total composition CH6N2S2, with ωB97M-V/def2-TZVPD.

Each line ends with the Mulliken charge.
Positions of all 11 atoms, in Å:
H: -1.502826 0.607264 -1.761817  0.26
N: -0.885322 1.252512 -1.265967  -0.66
C: -0.835978 0.979437 -0.017515  -0.01
N: -0.140661 1.761090 0.856134  -0.53
H: -1.212850 0.007548 0.298171  0.43
H: 0.533079 1.252606 1.398073  0.24
H: 0.315195 2.521489 0.376122  0.29
S: 1.720474 -1.485394 -0.373367  -0.20
S: 0.599990 -3.107228 0.236262  -0.17
H: 0.811847 -1.065441 -1.257813  0.19
H: 0.597053 -2.723884 1.511717  0.16

Forces on atoms 1 to 2 (eV/Å):
0.2111 0.0692 0.1877
-0.5504 0.4679 0.2120

Output
HOMO energy (hartree): -0.33937
LUMO (Ha): 0.009
Frontier orbital gap (eV): 9.48

=====

Calculated F_max (eV/A), listed in the same order as above: 5.200; 2.736; 6.146; 2.665; 3.355; 2.801; 4.421; 4.093; 0.456; 2.225
Calculated ΔE to the lowest compared entry with this formula, charge and spin (kcal/mol), listed in the same order as above: 96.2; 141.1; 37.6; 36.4; 13.3; 85.3; 21.1; 6.0; 3.7; 8.8